DFT (ωB97M-V/def2-TZVPD) results for a molecular structure, C24H31Br2CoN5O2.

Calculated values
Energy   -7887.659972 Ha
LUMO energy (spin up / spin down)   -5.07 / -5.06 eV
Expectation value of S²   0.772
HOMO energy (spin up / spin down)   -0.459 / -0.458 Ha
Largest force on an atom   0.010 hartree/bohr

Structure (ORCA input):
```
! wB97M-V def2-TZVPD RIJCOSX def2/J DEFGRID3
* xyz 2 2
Co -0.1888 -0.0170 0.2319
Br -0.8366 -1.4649 -1.8723
C -2.2252 -0.1971 -2.2571
C -2.9836 -0.4167 -3.3657
C -4.0065 0.5029 -3.6816
C -4.2284 1.5839 -2.8811
C -3.4404 1.8131 -1.7262
C -3.6763 2.9373 -0.8940
C -2.9033 3.1571 0.2056
C -1.8567 2.2576 0.5253
C -1.5931 1.1448 -0.2317
C -2.3933 0.9140 -1.3906
H -2.8029 -1.2722 -4.0020
H -4.6062 0.3406 -4.5668
H -5.0127 2.2905 -3.1230
H -4.4704 3.6244 -1.1588
H -3.0734 4.0276 0.8268
H -1.2367 2.4911 1.3894
C -1.7721 -3.3715 2.6208
C -0.9229 -2.5014 1.6685
N -1.5238 -1.1663 1.4859
C -2.8803 -1.3220 0.9023
C -3.7741 -2.2075 1.7920
N -2.9824 -2.5744 3.0141
C -2.5754 -1.3264 3.7412
C -1.6612 -0.5110 2.8011
H -1.2487 -3.6346 3.5377
H -2.1305 -4.2827 2.1468
H -0.8409 -2.9715 0.6902
H 0.0812 -2.3724 2.0726
H -2.7786 -1.7655 -0.0842
H -3.3109 -0.3313 0.7849
H -4.0673 -3.1373 1.3086
H -4.6685 -1.6910 2.1345
H -3.5644 -3.1415 3.6286
H -2.0711 -1.6374 4.6539
H -3.4889 -0.7983 4.0068
H -0.6705 -0.4160 3.2377
H -2.0672 0.4854 2.6327
Br 5.0196 4.9055 -3.9657
C 3.6953 3.5895 -3.7203
C 3.0049 3.0883 -4.8190
N 2.0587 2.1618 -4.7129
C 1.7702 1.7035 -3.5001
C 2.4109 2.1406 -2.3463
C 3.3984 3.1119 -2.4605
C 2.0473 1.5857 -1.0100
O 2.6961 1.9328 0.0058
O 1.0613 0.7762 -0.9953
H 3.2278 3.4536 -5.8151
H 0.9952 0.9497 -3.4311
H 3.9097 3.4824 -1.5834
N 4.8377 1.3567 2.2177
C 3.4141 1.5871 2.6649
C 2.5542 0.3664 2.3262
N 1.1983 0.7725 1.9593
H 5.4472 2.1283 2.4910
H 4.8484 1.3026 1.1935
H 5.2402 0.4958 2.5899
H 3.0878 2.4314 2.0650
H 3.4261 1.8475 3.7211
H 2.5741 -0.3820 3.1198
H 2.9642 -0.0898 1.4216
H 1.3981 1.4588 1.2149
H 0.7292 1.2731 2.7085
*
```

DFT (ωB97M-V/def2-TZVPD) results for a molecular structure, C24H31BrIN6O6Se2Ti.

Calculated values
Energy   -10237.487817 Ha
LUMO energy   1.30 eV
HOMO energy   -0.188 Ha
Largest force on an atom   0.019 hartree/bohr

Structure (ORCA input):
```
! wB97M-V def2-TZVPD RIJCOSX def2/J DEFGRID3
* xyz -1 1
Ti -0.0690 0.6483 -0.1025
Br 2.7913 -4.3297 2.3936
C 2.3692 -0.9419 0.4744
C 3.5912 -1.2864 1.0385
C 4.4022 -0.2371 1.4488
C 4.0124 1.0927 1.2977
C 2.7564 1.3430 0.7913
N 1.9921 0.3252 0.4050
C 2.0593 2.6766 0.6278
O 2.6359 3.7030 0.9333
O 0.8442 2.5425 0.2089
H 3.8527 -2.3309 1.1715
H 5.3677 -0.4653 1.8832
H 4.6391 1.9237 1.5900
O -1.7910 -4.7319 1.5812
C -1.6749 -4.8082 0.1693
C -1.2045 -3.4489 -0.3574
C -1.1892 -3.5638 -1.8858
O -0.7629 -2.3903 -2.5462
C -2.2503 -2.3762 0.0390
Se -1.6621 -0.8808 1.1214
C 0.2015 -3.2373 0.2431
Se 1.1449 -1.8267 -0.7239
H -1.6314 -5.5980 1.9627
H -2.6433 -5.0593 -0.2828
H -0.9489 -5.5745 -0.1223
H -2.1993 -3.8443 -2.2136
H -0.5044 -4.3551 -2.2040
H -1.2078 -1.5864 -2.2123
H -2.9856 -2.8297 0.7023
H -2.7871 -2.0144 -0.8399
H 0.8117 -4.1351 0.1738
H 0.1444 -2.9667 1.2919
C 0.4083 1.4212 6.5231
C 0.3168 1.2326 5.0368
C 0.6717 0.0321 4.4343
C 0.5606 -0.1029 3.0656
N 0.1574 0.8918 2.2639
C -0.1301 2.0651 2.8336
C -0.0994 2.2613 4.2011
H 0.3925 0.4647 7.0433
H -0.4135 2.0350 6.8915
H 1.3406 1.9281 6.7809
H 1.0164 -0.8123 5.0169
H 0.7956 -1.0503 2.5985
H -0.4115 2.8574 2.1553
H -0.3811 3.2262 4.6026
N -3.1890 3.3164 -0.7388
C -2.0642 2.6306 -0.8053
O -1.5996 2.0548 0.2156
C -1.3840 2.5758 -2.1461
I -4.4878 3.9212 -3.9692
H -3.6849 3.3344 0.1374
H -3.6449 3.6573 -1.5933
H -2.0847 2.8994 -2.9202
H -0.5577 3.2896 -2.1132
C -2.3662 0.4755 -4.2885
N -1.0201 0.8311 -3.8504
C -0.0816 1.2481 -4.7003
C 1.1578 1.6535 -4.3031
C 1.5016 1.4159 -2.9344
N 0.5840 1.0622 -2.0795
C -0.8193 1.1543 -2.4418
O -1.3761 0.2293 -1.5842
N 2.8029 1.4913 -2.5530
H -2.3026 -0.2319 -5.1141
H -2.9417 1.3586 -4.5778
H -2.8748 -0.0083 -3.4583
H -0.3512 1.2182 -5.7495
H 1.8971 1.9725 -5.0201
H 3.5024 1.4280 -3.2704
H 3.0555 1.1363 -1.6471
*
```

DFT (ωB97M-V/def2-TZVPD) results for 2 unconnected molecules or ions with the total composition C24H31Cl2O2Si.

Calculated values
Energy   -2293.236856 Ha
LUMO energy   -5.70 eV
HOMO energy   -0.401 Ha
Largest force on an atom   0.031 hartree/bohr

Structure (ORCA input):
```
! wB97M-V def2-TZVPD RIJCOSX def2/J DEFGRID3
* xyz 1 1
C 1.6917 2.0945 5.1940
C 0.1814 2.0538 4.9719
C -0.1744 1.3483 3.6706
C -1.6638 1.3327 3.3852
O -1.7855 0.6305 2.1094
C -3.0215 0.6870 1.5469
C -3.2920 1.7055 0.6823
O -3.8813 -0.2706 1.9489
Si -4.4150 -1.5895 1.0071
C -5.2089 -2.7607 2.2128
C -5.6212 -0.9284 -0.2387
C -2.8863 -2.3832 0.3084
H 1.9234 2.5962 6.1362
H 2.0906 1.0760 5.2348
H 2.1909 2.6366 4.3828
H -0.3183 1.5135 5.7871
H -0.2305 3.0723 4.9459
H 0.3467 1.8461 2.8359
H 0.1727 0.3032 3.7196
H -2.2228 0.7707 4.1477
H -2.0679 2.3506 3.2829
H -4.0943 1.6110 -0.0379
H -2.7446 2.6171 0.8821
H -5.5863 -3.6353 1.6634
H -4.4744 -3.1115 2.9498
H -6.0490 -2.2980 2.7463
H -5.8949 -1.7465 -0.9193
H -6.5378 -0.5752 0.2573
H -5.2002 -0.1100 -0.8382
H -3.1701 -3.1114 -0.4645
H -2.2035 -1.6448 -0.1336
H -2.3525 -2.9194 1.1063
Cl 2.7651 4.8454 1.7965
C 1.3521 4.6396 0.8548
C 0.0913 4.7087 1.4758
C -1.0513 4.4011 0.7423
C -0.9751 4.0356 -0.6306
C -2.1487 3.7029 -1.3790
C -2.1543 3.6967 -2.7720
C -3.3047 3.5389 -3.5334
C -3.3117 3.4313 -4.9586
C -4.5376 3.3624 -5.6766
C -4.5574 3.1740 -7.0521
C -3.3424 3.0712 -7.7555
Cl -3.3579 2.8048 -9.4444
C -2.1162 3.1833 -7.0815
C -2.1028 3.3631 -5.7050
C 0.3159 4.0294 -1.2377
C 1.4587 4.3456 -0.5132
H 0.0178 4.9726 2.5281
H -2.0316 4.4842 1.2156
H -3.0949 3.5468 -0.8697
H -1.2183 3.8644 -3.3064
H -4.2650 3.5292 -3.0154
H -5.4710 3.4525 -5.1204
H -5.4963 3.0939 -7.5925
H -1.1839 3.1174 -7.6373
H -1.1471 3.4359 -5.1876
H 0.4202 3.7623 -2.2895
H 2.4352 4.3231 -0.9934
*
```

DFT (ωB97M-V/def2-TZVPD) results for a molecular structure, C24H31Cl3N5O2PdS2Se.

Calculated values
Energy   -6063.375614 Ha
LUMO energy (spin up / spin down)   -2.17 / -4.83 eV
Expectation value of S²   2.006
HOMO energy (spin up / spin down)   -0.394 / -0.394 Ha
Largest force on an atom   0.051 hartree/bohr

Structure (ORCA input):
```
! wB97M-V def2-TZVPD RIJCOSX def2/J DEFGRID3
* xyz 1 3
Pd 1.1942 0.3707 0.8847
Cl -2.1010 -2.3985 3.8987
C -2.7003 -1.8940 2.3444
C -2.6286 -0.6046 1.9195
C -3.0055 -0.2735 0.6278
C -3.4702 -1.1991 -0.3092
C -3.7022 -0.7140 -1.7081
C -2.6075 -1.3780 -2.6056
N -1.3267 -1.4981 -1.9283
C -0.8516 -2.6075 -1.2315
C 0.1439 -2.2005 -0.3791
N 0.2630 -0.8512 -0.5670
C -0.6207 -0.4462 -1.4610
O -3.6597 0.7226 -1.7836
C -4.8609 1.4072 -2.0949
C -6.0805 1.0979 -1.2016
C -7.1491 0.3983 -1.6257
Cl -7.2583 -0.1781 -3.2305
S -8.3587 0.0675 -0.4194
C -7.4071 1.0540 0.6989
C -6.1959 1.4335 0.1810
C -3.6189 -2.4836 0.1733
Cl -4.3557 -3.6854 -0.8007
C -3.2144 -2.8544 1.4604
H -2.3115 0.1661 2.5986
H -3.0302 0.7268 0.3568
H -4.6806 -0.9289 -2.1649
H -2.5185 -0.7771 -3.4465
H -2.8389 -2.3571 -2.9244
H -1.2855 -3.5838 -1.3103
H 0.6539 -2.7371 0.4039
H -0.8897 0.5815 -1.7179
H -5.0914 1.2343 -3.1401
H -4.5918 2.4915 -2.0740
H -7.7483 1.1870 1.7544
H -5.4987 2.1006 0.6818
H -3.1451 -3.8970 1.7087
C 3.4585 2.7980 3.7835
C 3.1452 1.9563 2.5652
N 4.2464 1.1783 1.9629
C 4.3252 -0.0427 1.4288
S 2.9406 -1.0412 1.1507
N 5.6031 -0.3692 1.1443
C 6.1211 -1.5352 0.3862
C 6.9390 -2.5982 1.0751
H 2.5414 3.2168 4.1382
H 4.0536 3.6631 3.4946
H 3.9491 2.2171 4.5986
H 2.7641 2.5778 1.7705
H 2.4131 1.1960 2.8778
H 5.0509 1.7118 1.7792
H 6.2842 0.3301 1.5533
H 6.6917 -1.1154 -0.4332
H 5.2609 -2.0223 -0.0626
H 7.8537 -2.2902 1.4842
H 7.1913 -3.2854 0.2809
H 6.4071 -3.1422 1.8542
Se 0.0372 3.3319 -1.7446
C -0.4294 2.5458 -0.0807
N -0.4811 1.9852 0.9368
C 4.3039 1.7187 -2.2762
C 2.9382 1.0483 -1.9441
O 2.3238 1.4340 -0.6411
H 4.5982 1.2448 -3.1898
H 5.0447 1.6560 -1.5190
H 4.1409 2.7914 -2.4481
H 3.0406 -0.0205 -1.8847
H 2.1905 1.2567 -2.7268
H 1.6011 2.1125 -0.8827
*
```

DFT (ωB97M-V/def2-TZVPD) results for a molecular structure, C24H31Cl5GeIrN2O4.

Calculated values
Energy   -5825.165272 Ha
LUMO energy (spin up / spin down)   -8.56 / -9.13 eV
Expectation value of S²   0.780
HOMO energy (spin up / spin down)   -0.542 / -0.542 Ha
Largest force on an atom   0.083 hartree/bohr

Structure (ORCA input):
```
! wB97M-V def2-TZVPD RIJCOSX def2/J DEFGRID3
* xyz 2 2
Ir -0.3450 -0.6118 -0.5693
C -2.8551 1.8461 0.7219
C -1.4884 2.5432 0.6741
C -1.4855 3.6492 -0.3897
C -1.1685 3.1579 2.0455
O -0.4979 1.6011 0.3368
Ge 1.1852 1.3164 1.1934
O 1.6890 0.3626 -0.5812
C 2.7098 0.7162 -1.4700
C 3.8390 -0.3302 -1.3701
C 2.1497 0.7551 -2.8984
C 3.2662 2.0957 -1.0933
O 0.4088 -0.4745 1.6597
C 0.8195 -1.3429 2.6786
C 1.1121 -2.7304 2.1060
C 2.0917 -0.8045 3.3521
C -0.3083 -1.4100 3.7247
H -3.5408 2.3936 1.3605
H -2.7404 0.8359 1.1089
H -3.2797 1.7812 -0.2765
H -2.3208 4.3220 -0.2229
H -1.5727 3.2111 -1.3821
H -0.5517 4.2054 -0.3375
H -1.9136 3.8979 2.3184
H -0.1928 3.6466 2.0004
H -1.1500 2.3777 2.8069
H 3.4384 -1.3296 -1.5191
H 4.3015 -0.2844 -0.3867
H 4.5917 -0.1320 -2.1273
H 1.7658 -0.2242 -3.1789
H 2.9251 1.0358 -3.6044
H 1.3430 1.4845 -2.9477
H 3.6864 2.0629 -0.0868
H 2.4645 2.8337 -1.1204
H 4.0454 2.3934 -1.7880
H 1.8077 -2.6465 1.2717
H 0.1845 -3.1815 1.7635
H 1.5488 -3.3679 2.8687
H 2.8950 -0.7502 2.6169
H 2.3988 -1.4605 4.1603
H 1.9089 0.1900 3.7570
H -1.2493 -1.6401 3.2339
H -0.4028 -0.4563 4.2362
H -0.0835 -2.1846 4.4487
Cl -5.8162 0.4975 -5.4901
C -4.9070 0.1094 -4.1202
C -3.4921 0.0325 -4.2247
Cl -2.7296 0.3047 -5.7258
C -2.7521 -0.2710 -3.1009
Cl -1.0440 -0.3281 -3.1529
C -3.3388 -0.5702 -1.8285
O -2.6491 -0.8697 -0.8231
C -4.7826 -0.4930 -1.7678
Cl -5.5171 -0.8591 -0.2878
C -5.5370 -0.1349 -2.8817
Cl -7.2356 0.0210 -2.7658
N -2.6653 -6.3097 1.2425
C -1.8847 -5.7088 0.6644
C -0.9108 -4.9616 -0.0504
C 0.2668 -5.5514 -0.5159
C 1.1530 -4.7659 -1.2350
C 0.8497 -3.4290 -1.4342
N -0.2479 -2.8553 -0.9400
C -1.1233 -3.6015 -0.2752
H 0.4588 -6.5975 -0.3292
H 2.0619 -5.1761 -1.6456
H 1.4974 -2.7944 -2.0195
H -2.0201 -3.1076 0.0755
*
```

DFT (ωB97M-V/def2-TZVPD) results for a molecular structure, C24H31F3FeN3P2STe4.

Calculated values
Energy   -4813.595644 Ha
LUMO energy (spin up / spin down)   -1.64 / -1.62 eV
Expectation value of S²   0.858
HOMO energy (spin up / spin down)   -0.240 / -0.240 Ha
Largest force on an atom   0.095 hartree/bohr

Structure (ORCA input):
```
! wB97M-V def2-TZVPD RIJCOSX def2/J DEFGRID3
* xyz 0 2
Fe -0.0880 0.2893 0.0439
C 3.0086 1.8020 0.2891
P 1.2721 1.8651 0.8495
C 1.4935 1.0900 2.5033
N 2.5257 1.5167 3.1965
C 2.9273 0.8479 4.2982
C 4.0484 1.2695 5.0257
C 4.4715 0.5355 6.1069
C 3.7928 -0.6330 6.4861
C 2.6919 -1.0661 5.7889
C 2.2327 -0.3277 4.6866
N 1.1467 -0.7219 3.9925
C 0.7473 -0.0421 2.9410
P -0.7770 -0.6640 2.0609
C -1.1154 -2.1794 1.0265
C -1.9220 -1.1219 3.5398
C -1.4469 -2.4222 4.2180
C -3.3587 -1.3939 3.0850
C -1.9477 0.0225 4.5625
C 1.0338 3.7331 1.0832
C 2.2663 4.3785 1.7290
C 0.8332 4.3381 -0.3089
C -0.1903 4.0231 1.9574
H 3.1003 2.2848 -0.6825
H 3.3258 0.7690 0.1836
H 3.6480 2.2794 1.0264
H 4.5633 2.1669 4.7079
H 5.3408 0.8603 6.6628
H 4.1376 -1.2022 7.3392
H 2.1676 -1.9689 6.0759
H -0.7925 -3.1062 1.4998
H -0.6505 -2.1166 0.0440
H -2.1930 -2.1954 0.8811
H -1.5656 -3.2858 3.5620
H -2.0713 -2.5993 5.0983
H -0.4226 -2.3635 4.5480
H -3.4458 -2.3144 2.5106
H -3.7991 -0.5816 2.5096
H -3.9711 -1.5196 3.9811
H -0.9663 0.2210 4.9859
H -2.6087 -0.2509 5.3882
H -2.3353 0.9487 4.1379
H 3.1057 4.4321 1.0366
H 2.5800 3.8568 2.6277
H 2.0071 5.4030 2.0050
H 1.6433 4.0753 -0.9924
H 0.8206 5.4274 -0.2180
H -0.1136 4.0541 -0.7704
H -0.1920 3.4216 2.8693
H -1.1249 3.8636 1.4240
H -0.1711 5.0743 2.2557
F 5.4690 -1.2314 -1.9597
C 4.2039 -1.5986 -2.2950
F 4.3177 -2.7556 -2.9814
F 3.7488 -0.6791 -3.1400
C 3.3920 -1.7994 -1.0418
C 3.9409 -2.6546 -0.1051
C 3.2788 -2.8826 1.0908
C 2.1023 -2.2021 1.3148
N 1.5639 -1.3433 0.4454
C 2.1643 -1.1611 -0.7565
S 1.2728 -0.1245 -1.7859
H 4.8846 -3.1410 -0.3178
H 3.6637 -3.5707 1.8294
H 1.5587 -2.3617 2.2366
Te -1.4093 1.5550 -1.3921
Te -2.7062 -0.3661 -2.6924
Te -2.6807 3.6180 -2.5236
Te -2.0927 1.1544 1.2147
*
```

DFT (ωB97M-V/def2-TZVPD) results for C24H31F3N2O2 in the gas phase.

Calculated values
Energy   -1492.733314 Ha
LUMO energy   0.63 eV
HOMO energy   -0.295 Ha
Largest force on an atom   0.014 hartree/bohr
SMILES string   COc1cc(CN(C)C[C@H]2CCCN(CCc3cccc(C(F)(F)F)c3)C2)ccc1O

Structure (ORCA input):
```
! wB97M-V def2-TZVPD RIJCOSX def2/J DEFGRID3
* xyz 0 1
C 3.4402 3.0384 -0.2121
O 2.0767 3.3613 -0.1093
C 1.2679 2.5141 0.6207
C 1.6820 1.3567 1.2528
C 0.7694 0.5638 1.9409
C 1.2427 -0.6829 2.6454
N 2.4099 -1.2839 2.0141
C 3.3758 -1.7506 2.9892
C 2.0847 -2.3214 1.0487
C 1.6054 -1.7806 -0.3078
C 2.1023 -2.6809 -1.4449
C 1.6008 -2.1727 -2.7938
C 0.0734 -2.0423 -2.7683
N -0.4073 -1.2135 -1.6809
C -0.2604 0.2119 -1.9092
C -1.5439 0.8025 -2.5278
C -2.6130 0.9990 -1.4961
C -3.1717 2.2489 -1.2604
C -4.1388 2.4240 -0.2851
C -4.5513 1.3560 0.4913
C -3.9916 0.1064 0.2607
C -4.3667 -1.0681 1.1140
F -5.4970 -0.8874 1.8140
F -4.5381 -2.1979 0.4056
F -3.4096 -1.3531 2.0264
C -3.0410 -0.0786 -0.7313
C 0.0738 -1.6984 -0.4027
C -0.5568 0.9593 2.0138
C -0.9773 2.1279 1.4012
C -0.0791 2.9063 0.6932
O -0.4992 4.0411 0.0684
H 3.9218 3.0194 0.7702
H 3.5862 2.0727 -0.7060
H 3.8859 3.8258 -0.8184
H 2.7090 1.0319 1.2221
H 0.4097 -1.3989 2.7252
H 1.5115 -0.3933 3.6675
H 2.9998 -2.5771 3.6118
H 3.6544 -0.9235 3.6412
H 4.2723 -2.0906 2.4714
H 3.0025 -2.8897 0.8751
H 1.3334 -3.0256 1.4484
H 2.0202 -0.7772 -0.4398
H 3.1947 -2.7190 -1.4455
H 1.7309 -3.6962 -1.2810
H 2.0497 -1.1988 -3.0036
H 1.8979 -2.8559 -3.5914
H -0.2888 -1.6280 -3.7121
H -0.3682 -3.0366 -2.6437
H -0.0706 0.7140 -0.9596
H 0.5800 0.4350 -2.5808
H -1.3088 1.7595 -2.9958
H -1.9013 0.1192 -3.3009
H -2.8427 3.0994 -1.8386
H -4.5635 3.4020 -0.1179
H -5.2938 1.4858 1.2636
H -2.6145 -1.0531 -0.9072
H -0.3262 -1.0510 0.3772
H -0.3408 -2.7035 -0.2612
H -1.2722 0.3538 2.5496
H -2.0048 2.4465 1.4555
H 0.2741 4.4479 -0.3459
*
```